1.
ORCA calculation (ωB97M-V/def2-TZVPD) on an isolated molecule of C2H6N2O.

Structure (XYZ):
```
11
Properties=species:S:1:pos:R:3:forces:R:3:mulliken_charge:R:1
C 0.8976 -1.3368 1.2027 -0.1 0.3 0.3 -0.8363
N -0.0184 -1.4523 0.0786 0.0 0.2 0.0 -0.4591
C -0.4472 -0.3802 -0.4386 0.0 -0.3 -0.1 0.1058
N -0.1740 0.9154 0.0024 0.2 0.0 0.0 -0.2254
O -0.4126 1.8676 -1.0140 -0.2 0.2 0.2 -0.4126
H 1.8461 -0.8450 0.9226 -0.2 -0.1 0.0 0.2823
H 1.1415 -2.3278 1.5826 0.0 0.0 -0.1 0.2581
H 0.4574 -0.7592 2.0431 0.2 -0.2 -0.4 0.3186
H -1.1367 -0.4072 -1.2891 0.2 0.0 0.2 0.3600
H 0.7724 1.0597 0.3525 -0.3 -0.1 -0.1 0.2546
H -1.1353 2.3994 -0.6516 0.2 0.0 -0.1 0.3541
```
Forces are in eV/Å.

**Lowest unoccupied orbital energy**: 0.89 eV
**E_HOMO**: -9.41 eV
**SMILES**: C/N=C\NO
**Kohn-Sham gap**: 10.3053 eV



2.
ORCA calculation (ωB97M-V/def2-TZVPD) on a cluster of 2 separate species, C2H6N2O in total in a non-equilibrium geometry.

Structure (XYZ):
```
11
Properties=species:S:1:pos:R:3:forces:R:3:mulliken_charge:R:1
N 3.0545 -1.6156 0.4551 1.1 0.0 -0.1 -0.3479
C 3.9046 -0.5458 0.3554 -0.7 -1.3 -0.4 0.1377
O 5.0314 -0.7165 -0.0307 0.7 0.6 0.1 -0.5418
H 3.4504 -2.4941 0.1437 -0.2 0.2 0.1 0.2312
H 2.0785 -1.5452 0.5561 -1.0 0.2 0.2 0.2038
H 3.4555 0.4156 0.6169 0.0 0.2 0.1 0.3169
C -4.2799 1.2833 -0.0182 -1.1 0.2 -0.3 -0.2320
N -3.6679 1.0662 -1.0851 1.9 -0.5 0.4 -0.4553
H -3.8764 0.9068 0.9160 0.1 -0.2 0.1 0.2314
H -5.2582 1.7768 0.0666 0.2 0.3 -0.1 0.2206
H -3.8925 1.4686 -1.9757 -1.1 0.3 -0.1 0.2354
```
Forces are in eV/Å.

**Lowest unoccupied orbital energy**: 0.98 eV
**E_HOMO**: -9.79 eV
**SMILES**: NC=O.C=N
**Kohn-Sham gap**: 10.7631 eV



3.
ORCA calculation (ωB97M-V/def2-TZVPD) on an isolated molecule of C2H6N2O in a non-equilibrium geometry.

Structure (XYZ):
```
11
Properties=species:S:1:pos:R:3:forces:R:3:mulliken_charge:R:1
C -0.7980 1.2222 -0.7582 -1.1 -3.6 -2.7 -0.7946
N -0.5655 -0.0128 -0.0267 -1.8 -0.4 1.4 -0.3317
N 0.6145 -0.6520 -0.0627 2.7 -0.5 2.2 -0.1219
C 1.2283 -0.8384 1.2116 1.0 -1.6 1.1 0.0785
O 2.1915 -1.5688 1.4811 -1.8 1.4 -1.5 -0.5386
H -1.0241 0.7613 -1.7620 0.5 1.7 -0.1 0.2717
H -1.7520 1.4740 -0.4145 -1.3 1.3 0.6 0.3108
H -0.1087 2.0187 -0.8059 1.0 0.4 0.5 0.3194
H -1.3182 -0.6993 -0.2325 0.5 1.1 0.3 0.2330
H 0.7863 -1.3715 -0.7526 0.3 0.1 -0.1 0.2584
H 0.7458 -0.3333 2.1223 0.1 0.0 -1.8 0.3148
```
Forces are in eV/Å.

**Lowest unoccupied orbital energy**: 0.90 eV
**E_HOMO**: -9.25 eV
**SMILES**: CNNC=O
**Kohn-Sham gap**: 10.1429 eV



4.
ORCA calculation (ωB97M-V/def2-TZVPD) on an isolated molecule of C2H6N2O in a non-equilibrium geometry.

Structure (XYZ):
```
11
Properties=species:S:1:pos:R:3:forces:R:3:mulliken_charge:R:1
C 1.1500 0.1148 0.8352 -1.1 0.7 2.3 -0.6356
C 0.4170 0.8116 -0.3010 2.6 1.6 0.7 0.3711
O 0.6121 1.9485 -0.6926 0.1 0.0 0.6 -0.6041
N -0.3958 0.0426 -1.0396 -6.1 -0.5 -1.1 -0.1294
N -1.0905 -0.9908 -0.2708 -2.2 -1.2 0.7 -0.5575
H 1.9769 -0.5311 0.3184 -1.5 1.1 1.5 0.2196
H 1.5268 0.9849 1.6904 -0.8 -2.8 -2.9 0.2280
H 0.2098 -0.5208 1.3166 3.3 1.2 -0.9 0.3307
H -1.1265 0.7799 -1.5194 2.4 -2.5 1.0 0.3093
H -1.9364 -0.7105 0.4015 2.5 -0.2 -2.4 0.2462
H -1.3434 -1.9292 -0.7386 0.9 2.7 0.4 0.2217
```
Forces are in eV/Å.

**Lowest unoccupied orbital energy**: 0.71 eV
**E_HOMO**: -9.63 eV
**SMILES**: CC(=O)NN
**Kohn-Sham gap**: 10.3417 eV



5.
ORCA calculation (ωB97M-V/def2-TZVPD) on an isolated molecule of C2H6N2O in a non-equilibrium geometry.

Structure (XYZ):
```
11
Properties=species:S:1:pos:R:3:forces:R:3:mulliken_charge:R:1
C -0.0287 0.4400 0.5696 2.9 1.3 1.6 -1.0275
C 0.0643 -0.7076 -0.3276 -0.9 -3.4 -0.3 -0.3169
N -0.3296 -0.5491 -1.6621 -3.6 0.4 -4.5 -0.0086
N -1.6101 -1.0427 -1.9523 1.0 1.0 -2.3 -0.0555
O -1.9951 -0.9032 -3.1300 1.4 -0.1 3.0 -0.4476
H -1.0170 0.6197 0.7934 -2.3 0.7 0.3 0.3464
H 0.4209 0.1121 1.5366 -0.1 0.4 -0.5 0.2885
H 0.4674 1.4204 0.2915 -0.4 -1.3 -0.1 0.2858
H 1.0055 -1.2331 -0.4394 0.6 0.1 1.0 0.3763
H -0.7377 -1.5343 -0.0265 1.9 1.6 0.0 0.2980
H 0.1016 -0.0651 -2.5041 -0.3 -0.7 1.8 0.2611
```
Forces are in eV/Å.

**Lowest unoccupied orbital energy**: 0.74 eV
**E_HOMO**: -9.54 eV
**SMILES**: CCNN=O
**Kohn-Sham gap**: 10.2836 eV



6.
ORCA calculation (ωB97M-V/def2-TZVPD) on the ion C2H6N2O with charge +1 in a non-equilibrium geometry.

Structure (XYZ):
```
11
Properties=species:S:1:pos:R:3:forces:R:3:mulliken_charge:R:1
O -1.5298 0.8607 0.3899 2.4 0.3 0.2 -0.1900
C -0.3495 1.2665 0.5960 1.6 -1.9 -0.4 0.2548
N 0.8507 0.6140 0.2014 -5.0 -0.3 0.0 -0.1433
C 0.8381 -0.7112 -0.8026 0.5 -0.4 2.3 -0.4277
N 0.0591 -1.8228 -0.3483 -1.6 3.9 -3.1 -0.3723
H -0.3216 2.1859 1.2977 0.3 -1.0 -1.1 0.3587
H 1.7074 1.0967 0.2709 1.0 0.9 0.4 0.2452
H 0.4125 -0.3161 -1.6902 0.0 0.1 -0.9 0.3834
H 1.9090 -0.9849 -0.8370 -0.6 0.5 -0.2 0.3562
H 0.1500 -2.2075 0.5136 1.4 -1.4 3.2 0.2629
H -0.9190 -1.5296 -0.4067 -0.1 -0.7 -0.5 0.2721
```
Forces are in eV/Å.

**Lowest unoccupied orbital energy (spin up / spin down)**: -4.69 / -9.53 eV
**E_HOMO (spin up / spin down)**: -16.10 / -15.34 eV
**Total charge**: +1
**Spin multiplicity**: 2
**Kohn-Sham gap (spin up / spin down)**: 11.4096 / 5.8034 eV



7.
ORCA calculation (ωB97M-V/def2-TZVPD) on a cluster of 3 separate species, C2H6N2O2 in total in a non-equilibrium geometry.

Structure (XYZ):
```
12
Properties=species:S:1:pos:R:3:forces:R:3:mulliken_charge:R:1
C -0.9057 1.7457 -1.0537 1.9 1.1 -0.2 -0.5340
C -0.3427 -1.9074 -0.4740 2.4 1.1 -1.5 -0.1986
N -0.7738 1.0471 0.0525 -0.8 1.0 -0.8 -0.2888
N 0.3167 -1.1821 -1.3472 -2.6 -2.4 1.7 -0.4075
O -1.8185 0.9202 0.8175 0.3 -0.1 -0.1 -0.6673
O 1.4460 -0.6872 -0.7461 2.0 -1.9 -0.1 -0.3258
H 0.0772 1.9917 -1.6069 -1.5 -0.7 0.7 0.1089
H -1.7474 2.4208 -1.3306 0.1 -0.8 0.4 0.4018
H 1.3252 0.1996 -0.5096 -1.2 2.4 0.5 0.3608
H -1.0778 -2.6097 -0.7452 -1.3 -0.1 -1.1 0.2848
H 4.1182 -6.9528 1.6762 0.1 -0.1 0.0 -0.9956
H -0.0436 -2.0768 0.5459 0.5 0.6 0.4 0.2612
```
Forces are in eV/Å.

**Lowest unoccupied orbital energy**: 6.18 eV
**E_HOMO**: 2.14 eV
**Total charge**: -2
**Kohn-Sham gap**: 4.0442 eV



8.
ORCA calculation (ωB97M-V/def2-TZVPD) on an isolated molecule of C2H6N2O2 in a non-equilibrium geometry.

Structure (XYZ):
```
12
Properties=species:S:1:pos:R:3:forces:R:3:mulliken_charge:R:1
C -1.9916 -0.0824 -0.0684 1.2 3.3 -1.1 -0.4955
N -1.5699 -1.3779 0.0975 6.9 -3.5 -0.4 -0.5278
N -0.0713 -1.4943 -0.0029 -7.2 1.6 0.7 0.8795
O 0.5544 -2.4953 0.0116 0.7 0.4 0.1 -0.5626
O 0.4945 -0.1803 0.0298 -1.9 -1.2 -0.7 -0.2513
C 1.8224 -0.1510 0.0797 5.8 -1.3 0.6 -0.6050
H -1.2667 0.7013 0.3647 -1.7 -0.9 -0.4 0.2088
H -2.9416 -0.1042 0.3882 -1.2 0.5 0.7 0.3139
H -2.1567 0.1889 -1.1530 0.2 -0.2 0.8 0.2182
H 2.2549 -0.2679 1.1050 -0.7 -0.9 -0.3 0.2833
H 2.1689 0.8797 -0.0052 -0.4 0.1 -1.2 0.3099
H 2.4296 -0.9423 -0.6002 -1.7 2.1 1.2 0.2287
```
Forces are in eV/Å.

**Lowest unoccupied orbital energy (spin up / spin down)**: 0.13 / 0.13 eV
**E_HOMO (spin up / spin down)**: -8.88 / -8.88 eV
**SMILES**: C/N=[N+](/[O-])OC
**Kohn-Sham gap (spin up / spin down)**: 9.0088 / 9.0132 eV



9.
ORCA calculation (ωB97M-V/def2-TZVPD) on an isolated molecule of C2H6N2O2 in a non-equilibrium geometry.

Structure (XYZ):
```
12
Properties=species:S:1:pos:R:3:forces:R:3:mulliken_charge:R:1
H 0.7020 -2.0568 0.6592 -0.4 -0.1 -1.0 0.2079
N 0.3932 -1.6553 -0.2525 0.0 2.0 0.7 -0.6780
C 0.1177 -0.4146 0.0336 0.4 -0.9 0.7 0.5807
N 0.2401 0.0164 1.3807 -0.7 -0.5 0.3 -0.2234
O -0.6239 1.0928 1.7486 3.6 2.6 2.5 -0.4373
O -0.2030 0.5822 -0.7927 0.9 -1.7 -0.7 -0.3042
C 0.0486 0.2073 -2.1940 1.0 -0.4 0.4 -0.6135
H -0.0288 -0.8082 1.9429 0.1 0.9 -0.1 0.2896
H 0.0917 1.7741 2.3389 -3.3 -3.0 -2.8 0.3738
H -0.6243 -0.6373 -2.4689 0.4 0.9 0.0 0.2885
H 1.1402 -0.1264 -2.3922 -1.8 0.5 0.7 0.2827
H -0.0972 1.1703 -2.6630 -0.4 -0.2 -0.7 0.2333
```
Forces are in eV/Å.

**Lowest unoccupied orbital energy**: 0.61 eV
**E_HOMO**: -9.36 eV
**SMILES**: [H]/N=C(\NO)OC
**Kohn-Sham gap**: 9.9690 eV



10.
ORCA calculation (ωB97M-V/def2-TZVPD) on an isolated molecule of C2H6N2O2 in a non-equilibrium geometry.

Structure (XYZ):
```
12
Properties=species:S:1:pos:R:3:forces:R:3:mulliken_charge:R:1
N 1.6473 -1.1075 -0.3710 -3.4 -2.5 4.0 -0.5346
C 1.0894 -0.1918 0.5888 0.0 4.4 3.4 -0.7030
C -0.1038 0.8422 0.2073 2.0 -4.2 -2.3 0.5077
O 0.3190 1.8050 -0.3283 -1.7 2.7 -0.4 -0.4462
N -1.4991 0.2463 0.1477 0.8 2.1 -2.1 -0.3406
O -1.3947 -1.1190 -0.1855 0.5 -2.8 3.8 -0.4200
H 0.7871 -1.7828 -0.3620 2.4 1.2 -1.6 0.3453
H 1.7495 -0.5379 -1.1307 0.2 0.9 -3.3 0.2705
H 0.5332 -0.5576 1.4323 1.0 -1.7 0.9 0.3970
H 1.8879 0.6358 1.0383 -1.8 -2.4 -1.2 0.2517
H -1.8322 0.4523 -0.8207 -0.1 1.5 1.3 0.3059
H -1.4707 -1.5726 0.7395 0.0 0.8 -2.6 0.3662
```
Forces are in eV/Å.

**Lowest unoccupied orbital energy**: 0.55 eV
**E_HOMO**: -9.00 eV
**SMILES**: NCC(=O)NO
**Kohn-Sham gap**: 9.5509 eV



What did we get for molar mass? Answer: 74.1, 74.1, 74.1, 74.1, 74.1, 74.1, 90.1, 90.1, 90.1, 90.1 g mol⁻¹, in the order shown.
What did we get for energy relative to the best compared isomer or geometry (same formula, charge and spin)? Answer: 2.978, 1.755, 2.728, 3.358, 3.789, 1.658, 1.406, 7.192, 3.838, 4.803 eV, in the order shown.